# 1
This record from the OMol25 dataset describes the molecule C4H7NO2. The level of theory is the ωB97M-V functional and the def2-TZVPD basis.

Element x y z (Å)
C1 1.53117 -1.07220 -1.85861
O1 1.19985 0.01552 -0.95971
C2 0.06256 -0.11443 -0.34082
O2 -0.66988 -1.09497 -0.37421
N1 -0.40485 1.07858 0.38036
C3 -0.33746 0.80362 1.80664
C4 -1.59936 0.89511 1.08508
H1 2.54465 -1.04844 -1.98123
H2 0.90931 -1.90954 -1.74963
H3 1.21615 -0.68680 -2.87660
H4 -0.11785 1.62099 2.51617
H5 0.12762 -0.04327 2.12283
H6 -2.15199 -0.08961 0.92079
H7 -2.30993 1.64543 1.30894

- charge = 0
- LUMO energy (eV) = 0.97
- E_HOMO (eV) = -9.611
- SMILES = COC(=O)N1CC1
- Kohn-Sham gap (eV) = 10.58

Here are the Löwdin charges for atoms 1 to 5, given in e: C 0.003; O 0.022; C -0.519; O 0.077; N 0.014

---

# 2
This record from the OMol25 dataset describes the molecule C4H7NO2. The level of theory is the ωB97M-V functional and the def2-TZVPD basis.

Element x y z (Å)
N1 -0.23688 0.59632 -1.35171
C1 0.36905 0.53946 -0.02767
C2 -0.13249 1.77337 0.70545
O1 -0.13952 1.93587 1.89275
C3 -0.14962 -0.69032 0.78531
C4 0.01689 -1.93818 -0.05790
O2 -0.80525 -2.30082 -0.86393
H1 -0.22065 -0.27157 -1.86266
H2 0.14387 1.36300 -1.88700
H3 1.44475 0.39133 -0.09260
H4 -0.58918 2.53021 0.03592
H5 -1.17830 -0.55474 1.07237
H6 0.53356 -0.85111 1.62069
H7 0.94377 -2.52284 0.03100

- charge = 0
- LUMO energy (eV) = 0.78
- E_HOMO (eV) = -9.839
- SMILES = N[C@@H](C=O)CC=O
- Kohn-Sham gap (eV) = 10.62

Here are the Löwdin charges for atoms 1 to 5, given in e: N 0.042; C -0.347; C -0.229; O 0.074; C -0.101

---

# 3
This record from the OMol25 dataset describes C4H7NO2 as an isolated structure. The level of theory is the ωB97M-V functional and the def2-TZVPD basis.

Element x y z (Å)
C1 0.31640 1.56659 0.20622
C2 1.03081 0.25924 -0.04273
C3 0.76476 -0.88862 0.81959
N1 -1.38536 -1.33028 0.08372
C4 -1.09470 -0.71308 -1.02412
O1 -1.61512 -0.24153 -2.00588
O2 0.45046 -0.61754 -1.02198
H1 -0.70713 1.39357 0.54801
H2 0.28353 2.14991 -0.71790
H3 0.85281 2.14350 0.96702
H4 2.08014 0.40387 -0.31529
H5 0.09371 -0.86529 1.66296
H6 1.40708 -1.75462 0.70688
H7 -2.39125 -1.42857 0.21023

- charge = 0
- LUMO energy (eV) = -0.69
- E_HOMO (eV) = -9.128
- Kohn-Sham gap (eV) = 8.44

Here are the Löwdin charges for atoms 1 to 5, given in e: C -0.022; C -0.388; C 0.199; N 0.093; C -0.620

---

# 4
This record from the OMol25 dataset describes C4H7NO2 as an isolated structure. The level of theory is the ωB97M-V functional and the def2-TZVPD basis.

Element x y z (Å)
O1 1.77452 1.35075 0.68301
N1 1.64887 0.17986 -0.09847
C1 0.48135 0.06923 -0.59658
C2 -0.10275 -1.28232 -0.84592
C3 -0.93022 -0.93108 0.41345
C4 -0.82026 0.65806 -0.16282
O2 -0.82870 1.89158 0.46485
H1 2.59650 1.19288 1.16178
H2 0.60211 -2.10897 -0.87732
H3 -0.78252 -1.30264 -1.70409
H4 -0.33037 -1.02356 1.32454
H5 -1.84838 -1.52559 0.52759
H6 -1.55152 0.71647 -0.97878
H7 0.09136 2.11533 0.68875

- charge = 0
- LUMO energy (eV) = 0.91
- E_HOMO (eV) = -9.462
- Kohn-Sham gap (eV) = 10.37

Here are the Löwdin charges for atoms 1 to 5, given in e: O -0.082; N 0.058; C -0.311; C -0.118; C -0.057

---

# 5
This record from the OMol25 dataset describes a 2-piece molecular cluster, C4H7NO2 overall. The level of theory is the ωB97M-V functional and the def2-TZVPD basis.

Element x y z (Å)
O1 2.39244 -0.00701 1.19005
C1 1.01772 0.12162 1.09881
C2 0.44393 1.23742 0.31398
N1 -0.61881 0.75268 -0.27196
C3 -0.82640 -0.61732 -0.16674
C4 0.30212 -1.12467 0.52259
O2 0.76061 -2.24731 0.71988
H1 2.52863 -0.97218 1.17899
H2 0.53635 0.23345 2.09917
H3 0.71773 2.27701 0.23803
H4 -1.89872 0.07839 -2.89583
H5 -1.26909 1.39570 -0.69806
H6 -2.54268 -0.00505 -2.53524
H7 -1.54383 -1.12274 -0.79366

- charge = 0
- LUMO energy (alpha / beta) (eV) = 0.16 / 0.16
- E_HOMO (alpha / beta) (eV) = -7.848 / -7.847
- Kohn-Sham gap (alpha / beta) (eV) = 8.01 / 8.01

Here are the Löwdin charges for atoms 1 to 5, given in e: O 0.012; C -0.318; C -0.012; N 0.035; C -0.057

---

# 6
This record from the OMol25 dataset describes the molecule C4H7NO2. The level of theory is the ωB97M-V functional and the def2-TZVPD basis.

Element x y z (Å)
H1 -0.84762 2.08891 -0.14907
N1 -0.17845 1.34631 0.03246
C1 -0.73927 0.20875 0.03371
C2 -2.18621 -0.12660 -0.20164
O1 -0.00297 -0.90445 0.25150
C3 1.34559 -0.65768 0.63038
C4 2.15535 0.01981 -0.45965
O2 3.21118 0.55588 -0.23693
H2 -2.48685 -0.97144 0.42219
H3 -2.81472 0.73655 0.02957
H4 -2.34609 -0.40422 -1.24837
H5 1.39210 -0.04415 1.53495
H6 1.77350 -1.64486 0.83168
H7 1.74103 -0.07376 -1.48457

- charge = 0
- LUMO energy (eV) = 0.81
- E_HOMO (eV) = -9.690
- SMILES = [H]/N=C(\C)OCC=O
- Kohn-Sham gap (eV) = 10.50

Here are the Löwdin charges for atoms 1 to 5, given in e: H 0.069; N 0.167; C -0.495; C 0.001; O -0.047

---

# 7
This record from the OMol25 dataset describes the molecule C4H7NO2. The level of theory is the ωB97M-V functional and the def2-TZVPD basis.

Element x y z (Å)
C1 0.60831 0.77628 1.32734
C2 0.37819 -0.27202 0.28625
N1 -0.23750 -1.37760 0.43901
O1 -0.68546 -1.60591 1.72543
C3 0.55681 -0.06151 -1.19149
C4 -0.65690 0.50199 -1.75710
O2 0.57149 1.22041 -1.79123
H1 1.46033 0.49718 1.95666
H2 0.81315 1.74352 0.85917
H3 -0.27241 0.84714 1.97484
H4 -1.20770 -2.40862 1.59735
H5 1.11500 -0.81943 -1.73925
H6 -1.07314 0.03820 -2.64124
H7 -1.37017 0.92037 -1.04574

- charge = 0
- LUMO energy (eV) = 0.95
- E_HOMO (eV) = -9.382
- SMILES = C/C(=N\O)[C@H]1CO1
- Kohn-Sham gap (eV) = 10.33

Here are the Löwdin charges for atoms 1 to 5, given in e: C -0.007; C -0.304; N 0.020; O -0.051; C -0.268

---

# 8
This record from the OMol25 dataset describes C4H7NO2 as an isolated structure. The level of theory is the ωB97M-V functional and the def2-TZVPD basis.

Element x y z (Å)
C1 1.19686 -1.27063 0.52113
C2 -0.48554 1.32994 -0.39428
C3 0.41636 1.49446 -1.32484
C4 -1.75803 -0.44548 0.64788
H1 1.94392 -1.46010 -0.35755
H2 0.90777 -2.14804 1.20310
H3 1.59991 -0.40059 1.06291
H4 -1.62142 1.71056 -0.28428
H5 0.64472 2.49377 -1.75114
H6 1.59952 0.70811 -1.11710
H7 -2.35475 0.30563 1.19305
N1 -0.46851 0.06061 0.19914
O1 0.21996 -0.76895 -0.50563
O2 -1.84078 -1.60930 0.90760

- charge = 0
- LUMO energy (eV) = 0.81
- E_HOMO (eV) = -8.930
- Kohn-Sham gap (eV) = 9.74

Here are the Löwdin charges for atoms 1 to 5, given in e: C -0.024; C -0.198; C -0.002; C -0.241; H 0.114

---

# 9
This record from the OMol25 dataset describes the molecule C4H7NO2. The level of theory is the ωB97M-V functional and the def2-TZVPD basis.

Element x y z (Å)
C1 -1.77020 -1.00191 -0.00680
C2 -0.48443 -0.42858 -0.52637
C3 -0.16843 0.94681 0.00732
N1 1.29324 0.90719 -0.29370
C4 1.71118 -0.45464 0.31650
O1 2.84303 -0.62545 0.67309
O2 0.66174 -1.17733 0.26561
H1 -1.90189 -0.94782 1.08885
H2 -1.88541 -2.04797 -0.30853
H3 -2.59606 -0.44597 -0.47058
H4 1.30130 0.73821 -1.31232
H5 -0.24735 1.12217 1.09873
H6 -0.65717 1.75139 -0.54866
H7 1.90044 1.66390 0.01686

- charge = 0
- LUMO energy (eV) = 0.42
- E_HOMO (eV) = -7.173
- Kohn-Sham gap (eV) = 7.59

Here are the Löwdin charges for atoms 1 to 5, given in e: C -0.129; C -0.273; C -0.183; N 0.113; C -0.537

---

Values of E, in order: -9844.4271; -9845.4435; -9842.9194; -9843.1853; -9843.7065; -9845.9208; -9843.2778; -9840.2910; -9843.7137, all in eV.
Values of energy relative to the best compared isomer or geometry (same formula, charge and spin), in order: 2.8526; 1.8362; 4.3603; 4.0944; 3.5732; 1.3588; 4.0019; 6.9887; 3.5660, all in eV.